[1]
{
  "formula": "C14H31Al2BCl6CsF4O8S",
  "method": "ωB97M-V with the def2-TZVPD basis set",
  "homo_energy_ev": -5.7,
  "charge": -1,
  "species": ["B", "C", "C", "C", "Cl", "H", "H", "H", "H", "H", "H", "H", "H", "H", "C", "C", "O", "C", "H", "H", "H", "H", "H", "H", "C", "Cl", "Cl", "Cl", "H", "Al", "C", "O", "O", "O", "C", "O", "H", "H", "H", "C", "C", "C", "S", "O", "O", "C", "H", "H", "H", "H", "H", "H", "H", "H", "O", "H", "H", "Cs", "F", "Al", "F", "F", "F", "C", "Cl", "Cl", "H", "H"],
  "positions_angstrom": [[1.037138, 3.510344, 2.147537], [2.079026, 2.453511, 2.959872], [3.282656, 1.836767, 2.234498], [3.498665, 2.144459, 0.758063], [4.790718, 2.189249, 3.160307], [1.439821, 4.656749, 2.423583], [1.044033, 3.384323, 0.926382], [-0.129113, 3.370401, 2.548162], [1.432821, 1.643984, 3.310462], [2.457128, 2.911734, 3.867729], [3.217854, 0.753710, 2.354582], [3.101766, 1.336449, 0.137387], [4.567259, 2.176267, 0.551074], [3.055080, 3.091260, 0.465760], [-1.117315, -0.828408, 2.603285], [-0.027848, -0.201412, 1.727425], [1.084211, -0.322158, 2.169532], [-0.401374, 0.505101, 0.471521], [-0.430766, -1.183504, 3.399974], [-1.827008, -0.096158, 2.994655], [-1.663886, -1.647130, 2.132593], [-1.070378, 1.334366, 0.701966], [-0.882294, -0.183391, -0.224231], [0.506411, 0.901095, 0.029470], [-4.567871, 0.980184, 0.366652], [-4.795140, -0.698104, 0.874363], [-4.120656, 1.998670, 1.724335], [-3.322133, 1.069196, -0.891448], [-5.507444, 1.330335, -0.043478], [-0.401286, -2.143956, 5.135952], [1.592637, -1.860447, -0.695517], [1.832674, -0.715011, -1.080848], [2.269028, -2.455992, 0.179501], [0.633119, -2.557513, -1.113696], [-6.906674, -1.615256, -1.798553], [-7.821399, -0.668269, -1.799652], [-5.883776, -1.274655, -1.981602], [-6.807345, -2.246142, -0.875972], [-6.985906, -2.396128, -2.615107], [5.589261, 0.598040, -2.201644], [5.585099, 2.071566, -2.627199], [5.578715, 2.102525, -4.161155], [4.756967, 0.584233, -4.690806], [5.704853, -0.236817, -5.405537], [3.487869, 0.900077, -5.298323], [4.519987, -0.081885, -3.049005], [5.381702, 0.483967, -1.139232], [6.565080, 0.151655, -2.404981], [4.687927, 2.558092, -2.240706], [6.444459, 2.608450, -2.229074], [5.025303, 2.944045, -4.569865], [6.583955, 2.082558, -4.577623], [4.612141, -1.164688, -3.090258], [3.520470, 0.198700, -2.720228], [-9.095401, -2.145211, 0.359420], [-8.631609, -1.558278, -0.269526], [-9.968993, -2.251930, -0.027097], [-5.213292, -1.150202, -3.355740], [4.470119, -0.455005, 6.718163], [5.558824, -1.399375, 5.848475], [4.866354, -1.804869, 4.369050], [5.832594, -2.819252, 6.711239], [7.006364, -0.589104, 5.627786], [-10.274369, -4.358266, -3.087194], [-11.334365, -5.032607, -1.843263], [-8.563304, -4.554034, -2.695134], [-10.474142, -4.870195, -4.019937], [-10.475001, -3.296712, -3.167123]],
  "forces_ev_per_angstrom": [[-0.2, 0.1, -0.2], [0.0, 0.0, -0.1], [-0.2, -0.1, 0.2], [0.4, -0.1, 0.0], [0.3, 0.2, 0.0], [0.0, -0.2, 0.0], [-0.1, -0.2, 0.1], [0.2, 0.0, 0.0], [-0.1, -0.1, 0.0], [-0.1, 0.2, 0.1], [0.0, -0.1, -0.1], [-0.3, 0.1, 0.0], [0.1, 0.0, 0.0], [-0.1, 0.0, 0.0], [0.0, 0.2, -0.1], [-0.2, -0.1, 0.4], [0.4, -0.1, -0.4], [0.3, 0.2, 0.1], [-0.5, 0.1, -0.4], [0.0, 0.0, 0.0], [0.1, 0.0, 0.0], [0.0, 0.0, 0.1], [-0.1, 0.0, 0.1], [0.0, 0.1, 0.0], [0.0, -0.1, 0.1], [0.0, 0.0, 0.0], [0.0, 0.0, 0.0], [-0.4, 0.1, -0.2], [0.0, 0.0, 0.0], [0.4, -0.1, 0.4], [-0.1, -0.3, 0.1], [0.2, 0.0, -0.1], [0.1, 0.1, 0.0], [0.0, 0.1, 0.0], [-2.4, -1.9, 3.8], [0.2, 0.3, -0.2], [-5.1, -1.1, 9.2], [-0.3, 0.0, 0.1], [-0.4, 0.0, 0.2], [0.1, 0.0, -0.1], [0.0, 0.0, 0.0], [0.0, 0.1, 0.1], [0.0, 0.1, 0.2], [0.0, 0.0, 0.0], [0.0, 0.0, -0.1], [0.0, 0.0, 0.2], [0.0, 0.0, 0.0], [0.0, 0.0, 0.0], [0.0, 0.0, 0.0], [0.0, 0.0, 0.0], [0.0, 0.0, -0.1], [0.0, -0.1, 0.0], [0.0, 0.0, -0.1], [0.0, 0.0, 0.0], [0.0, 0.0, 0.0], [-0.2, 0.2, -0.2], [0.0, 0.0, 0.0], [8.4, 2.6, -12.9], [-0.3, 0.1, 0.2], [0.1, 0.0, 0.0], [-0.3, -0.1, -0.3], [0.0, -0.3, 0.2], [0.3, 0.2, 0.0], [0.0, 0.1, 0.0], [0.0, 0.0, 0.0], [-0.1, -0.2, 0.0], [0.0, 0.0, 0.0], [0.0, 0.0, 0.0]],
  "lowdin_charge": [-0.41, -0.27, -0.72, -0.14, 0.60, 0.02, -0.01, -0.02, 0.05, 0.05, 0.08, 0.06, 0.04, 0.05, -0.06, -0.45, 0.07, -0.03, -0.16, 0.09, 0.09, 0.06, 0.07, 0.08, -1.50, 0.57, 0.57, 0.56, 0.02, 1.11, -0.92, 0.18, 0.26, 0.21, -0.87, -0.31, -0.44, 0.08, -0.05, -0.21, -0.21, -0.22, 0.66, -0.33, -0.34, -0.23, 0.11, 0.12, 0.11, 0.12, 0.10, 0.10, 0.11, 0.09, -0.09, -0.02, 0.02, 1.45, -0.20, -0.23, -0.20, -0.20, -0.19, -1.01, 0.51, 0.55, 0.02, 0.03]
}

=====

[2]
{
  "formula": "C14H31AsINO4S5SiW",
  "method": "ωB97M-V with the def2-TZVPD basis set",
  "relative_energy_ev": 0.9996,
  "multiplicity": 3,
  "homo_energy_ev": [-8.0, -8.3],
  "charge": 0,
  "species": ["W", "S", "As", "S", "S", "S", "C", "C", "C", "C", "O", "Si", "S", "O", "C", "C", "C", "C", "O", "C", "C", "C", "C", "H", "H", "H", "H", "H", "H", "H", "H", "H", "H", "H", "H", "H", "H", "H", "H", "H", "H", "H", "H", "H", "H", "H", "H", "H", "H", "H", "N", "C", "O", "C", "I", "H", "H", "H", "H"],
  "positions_angstrom": [[2.312657, 1.975446, 1.794667], [-1.546615, 3.351760, 3.864541], [0.239291, 2.884627, 3.082140], [1.413992, 4.241792, 1.862364], [1.972585, 0.073086, 2.940432], [1.930130, 2.266504, 4.322431], [1.443149, -2.408388, 0.764961], [0.896333, -2.567820, -0.644693], [1.999060, -2.923656, -1.619270], [-0.219692, -3.601387, -0.670999], [0.354040, -1.307433, -1.123304], [-0.601527, -0.181075, -0.467076], [0.445176, 1.606201, 0.303700], [-1.477416, 0.569252, -1.602519], [-1.875909, 0.225325, -2.953479], [-2.923713, 1.250739, -3.332591], [-0.657968, 0.325531, -3.853147], [-2.463540, -1.178099, -2.967499], [-1.459396, -0.850752, 0.722613], [-2.488471, -0.429353, 1.648978], [-3.581162, -1.477879, 1.570401], [-1.853128, -0.412033, 3.029636], [-3.031981, 0.938465, 1.260931], [1.870354, -3.355272, 1.106278], [0.651679, -2.117786, 1.460680], [2.224676, -1.651171, 0.786448], [2.458333, -3.876338, -1.343262], [2.766217, -2.147981, -1.612079], [1.598969, -3.012671, -2.632268], [0.172649, -4.584837, -0.396387], [-0.651891, -3.672717, -1.672201], [-1.011267, -3.332830, 0.033000], [-2.509477, 2.256864, -3.253293], [-3.788172, 1.179227, -2.668746], [-3.258724, 1.088063, -4.360060], [-0.258438, 1.341191, -3.829555], [-0.931099, 0.078277, -4.882323], [0.124269, -0.361559, -3.523764], [-3.287467, -1.251880, -2.251857], [-1.707654, -1.922108, -2.704134], [-2.846793, -1.417158, -3.962886], [-3.150636, -2.474270, 1.689936], [-4.095182, -1.434093, 0.606187], [-4.315049, -1.317721, 2.364186], [-1.772417, -1.422183, 3.437760], [-2.429917, 0.203621, 3.720160], [-0.847301, 0.001158, 2.965597], [-3.343718, 0.951111, 0.215078], [-2.287950, 1.725218, 1.405328], [-3.894644, 1.181410, 1.886672], [4.278222, 3.901106, 0.612251], [4.972576, 3.056537, 1.503998], [4.083974, 2.434911, 2.323321], [6.264918, 2.785346, 1.488742], [3.597767, 0.600962, -0.234481], [4.063502, 4.787934, 1.057913], [4.839257, 4.073077, -0.212806], [6.678674, 2.031892, 2.144753], [6.915865, 3.303816, 0.798598]],
  "forces_ev_per_angstrom": [[0.0, -2.2, -0.2], [-0.9, 0.0, 0.1], [0.3, 0.6, 0.1], [0.1, 0.2, 0.0], [0.3, 0.6, -0.2], [0.0, -0.2, 0.1], [-0.1, -0.1, 0.1], [-0.2, 0.1, 0.1], [0.1, -0.1, -0.1], [-0.1, -0.1, 0.0], [0.1, 0.0, 0.1], [0.3, 0.0, 0.0], [-0.4, 0.5, -0.2], [0.0, -0.1, 0.0], [0.1, -0.1, 0.3], [-0.1, 0.1, -0.1], [0.1, 0.0, -0.1], [0.0, -0.1, 0.0], [-0.1, -0.1, 0.0], [0.1, 0.1, -0.2], [-0.1, -0.1, -0.1], [0.0, 0.0, 0.1], [0.0, 0.1, 0.0], [0.0, 0.1, 0.0], [0.0, -0.1, -0.1], [0.0, 0.0, 0.0], [0.0, 0.1, 0.0], [0.0, 0.0, 0.0], [0.0, 0.0, 0.1], [0.0, 0.1, 0.0], [0.1, 0.0, 0.0], [0.1, 0.0, -0.1], [0.0, 0.0, 0.0], [0.0, 0.0, 0.0], [0.0, 0.0, 0.1], [0.0, 0.0, 0.0], [0.0, 0.0, 0.0], [-0.1, 0.0, 0.0], [0.0, 0.0, -0.1], [0.0, 0.1, 0.0], [0.0, 0.0, 0.1], [0.0, 0.0, 0.0], [0.0, 0.0, 0.1], [0.0, 0.0, -0.1], [0.0, 0.0, 0.0], [0.0, -0.1, 0.0], [0.0, 0.1, 0.0], [0.0, 0.0, 0.0], [0.0, -0.1, 0.0], [0.1, 0.0, 0.0], [0.2, 0.3, -0.2], [-0.4, -0.3, 0.0], [0.6, 0.5, 0.0], [0.3, -0.1, 0.1], [0.0, 0.2, 0.1], [-0.1, 0.0, -0.1], [-0.1, 0.1, -0.1], [0.0, 0.0, -0.1], [0.0, 0.0, 0.1]],
  "lowdin_spin": [0.19, 0.10, 0.15, 0.07, 0.45, 0.46, 0.01, 0.00, 0.00, 0.00, 0.00, 0.03, 0.33, 0.00, 0.00, 0.00, 0.00, 0.00, 0.01, 0.00, 0.00, 0.00, 0.01, 0.00, 0.00, 0.01, 0.00, 0.00, 0.00, 0.00, 0.00, 0.00, 0.00, 0.00, 0.00, 0.00, 0.00, 0.00, 0.00, 0.00, 0.00, 0.00, 0.00, 0.00, 0.00, 0.00, 0.00, 0.00, 0.00, 0.00, 0.00, 0.00, 0.02, 0.01, 0.12, 0.00, 0.00, 0.00, 0.00]
}

=====

[3]
{
  "formula": "C14H31N3NbO2Tl",
  "method": "ωB97M-V with the def2-TZVPD basis set",
  "homo_energy_ev": [-16.0, -16.0],
  "charge": 2,
  "species": ["N", "C", "O", "Tl", "Nb", "N", "N", "C", "C", "C", "C", "C", "C", "C", "C", "H", "H", "H", "H", "H", "H", "H", "H", "H", "H", "H", "H", "H", "H", "H", "H", "H", "H", "C", "H", "H", "H", "C", "H", "H", "H", "C", "C", "C", "O", "H", "H", "H", "H", "H", "H", "H"],
  "positions_angstrom": [[-1.890265, -0.335134, -0.191139], [-2.764766, -1.041117, 0.292461], [-3.608207, -1.712305, 0.768968], [-0.369839, 1.753608, -3.101927], [0.042179, 0.162643, 0.055454], [0.110575, 2.109105, 0.559735], [0.682248, -0.221871, -1.795941], [-0.705535, 2.609458, 1.694026], [0.549129, -1.253184, -2.855313], [-1.992053, 3.205179, 1.127944], [0.084336, 3.662946, 2.470689], [-1.058583, 1.467043, 2.632929], [1.263940, -0.776963, -4.127682], [1.174470, -2.544633, -2.326529], [-0.929062, -1.480642, -3.118607], [-1.786714, 4.049595, 0.460946], [-2.618933, 3.558216, 1.958926], [-2.556891, 2.444939, 0.571609], [1.067457, 3.269804, 2.751162], [-0.457287, 3.917252, 3.391156], [0.212829, 4.587104, 1.899269], [-1.607780, 0.662100, 2.115486], [-1.725808, 1.866644, 3.409830], [-0.163932, 1.071984, 3.134563], [0.674492, -0.039109, -4.696087], [1.403648, -1.639214, -4.797369], [2.251950, -0.342147, -3.924485], [2.261554, -2.451227, -2.206132], [0.973113, -3.360847, -3.035715], [0.738505, -2.828244, -1.358163], [-1.466555, -1.736630, -2.198032], [-1.015369, -2.313938, -3.834053], [-1.426774, -0.606692, -3.568913], [2.094306, 0.213547, -1.506107], [2.177752, 0.525689, -0.427802], [2.800309, -0.611979, -1.668884], [2.376336, 1.063966, -2.146966], [0.716908, 3.167378, -0.276063], [1.324967, 3.843094, 0.346094], [1.396306, 2.741917, -1.032045], [-0.051742, 3.768812, -0.794550], [-0.192722, -3.647460, 1.396364], [-0.162836, -2.352148, 2.171459], [0.751901, -2.286139, 3.375854], [0.289550, -1.285511, 1.249414], [0.763784, -3.828384, 0.886599], [-0.995768, -3.630062, 0.649029], [-0.393216, -4.486916, 2.074962], [-1.185113, -2.101558, 2.485412], [1.802821, -2.383964, 3.073848], [0.627537, -1.333493, 3.903317], [0.512850, -3.090513, 4.081001]],
  "forces_ev_per_angstrom": [[0.6, 0.5, 0.1], [-1.4, -1.1, 0.9], [1.8, 1.5, -1.1], [-0.5, 0.7, -0.5], [-1.3, -2.1, 1.5], [0.0, -1.6, -1.3], [0.8, 1.0, 1.6], [0.0, 0.5, 0.3], [0.1, -0.5, 0.1], [-0.3, 0.1, 0.0], [0.0, 0.1, 0.2], [0.1, -0.2, 0.2], [0.1, -0.2, -0.2], [0.1, -0.4, -0.1], [-0.2, -0.4, -0.2], [-0.1, -0.1, 0.2], [0.2, 0.0, -0.3], [0.1, 0.1, 0.1], [-0.1, 0.1, 0.0], [0.1, 0.0, -0.2], [0.0, -0.1, 0.2], [0.1, 0.2, 0.3], [0.2, -0.3, -0.2], [-0.2, 0.0, -0.1], [0.1, -0.2, 0.0], [0.0, 0.4, 0.1], [-0.2, -0.3, -0.1], [-0.3, -0.2, -0.1], [0.2, 0.2, 0.2], [0.1, 0.1, -0.2], [0.1, 0.0, -0.3], [-0.2, 0.4, 0.2], [0.0, -0.2, 0.0], [-0.6, -0.3, -0.5], [0.4, 0.1, -0.3], [-0.2, 0.3, 0.3], [0.1, -0.1, 0.5], [0.1, -0.1, 0.1], [-0.2, -0.3, -0.3], [-0.2, 0.1, 0.2], [0.2, -0.2, 0.3], [0.1, -0.2, -0.2], [0.1, 0.2, 0.2], [0.2, -0.1, 0.1], [-0.3, 2.1, -1.4], [-0.2, 0.0, 0.2], [0.2, 0.0, 0.1], [0.1, 0.2, -0.1], [0.2, 0.2, -0.2], [-0.2, -0.1, 0.1], [0.0, -0.2, -0.1], [0.0, 0.1, -0.2]],
  "lowdin_charge": [-0.07, -0.39, 0.21, 1.07, 1.82, -0.26, -0.40, -0.66, -0.69, -0.03, -0.03, -0.05, -0.05, -0.01, -0.06, 0.09, 0.11, 0.08, 0.10, 0.11, 0.09, 0.05, 0.12, 0.09, 0.04, 0.12, 0.09, 0.09, 0.11, 0.08, 0.07, 0.12, 0.04, -0.14, 0.08, 0.11, 0.08, -0.16, 0.10, 0.03, 0.07, -0.04, -0.44, -0.03, -0.38, 0.09, 0.08, 0.11, 0.14, 0.10, 0.08, 0.10]
}

=====

[4]
{
  "formula": "C14H32BNP2",
  "method": "ωB97M-V with the def2-TZVPD basis set",
  "relative_energy_ev": 1.5066,
  "smiles": "CC(C)N(B1P(C(C)(C)C)#P1C(C)(C)C)C(C)C",
  "homo_energy_ev": -7.9,
  "charge": 0,
  "species": ["C", "C", "C", "N", "B", "P", "C", "C", "C", "C", "P", "C", "C", "C", "C", "C", "C", "C", "H", "H", "H", "H", "H", "H", "H", "H", "H", "H", "H", "H", "H", "H", "H", "H", "H", "H", "H", "H", "H", "H", "H", "H", "H", "H", "H", "H", "H", "H", "H", "H"],
  "positions_angstrom": [[1.905768, -2.435374, 1.646315], [0.506655, -2.132911, 1.243067], [-0.578965, -2.970247, 1.947056], [0.187937, -0.746302, 1.253178], [0.018263, -0.054096, 0.057895], [-0.094543, 1.622715, -0.614695], [1.507487, 2.187883, -1.331210], [1.946138, 3.452705, -0.631242], [1.195271, 2.482918, -2.804340], [2.443322, 1.022224, -1.061564], [-0.288985, -0.305975, -1.787207], [-2.138561, -0.504298, -1.896324], [-2.623605, 0.697511, -2.663419], [-2.199044, -1.956152, -2.513816], [-2.703292, -0.669768, -0.432923], [0.227306, -0.267733, 2.605565], [-1.088974, 0.561768, 2.744849], [1.442588, 0.650055, 2.917570], [2.105301, -3.504661, 1.559564], [2.101148, -1.986180, 2.627114], [2.657760, -1.940067, 1.013135], [0.317916, -2.342318, 0.164945], [-0.176101, -3.983729, 2.042310], [-0.761614, -2.557633, 2.876428], [-1.471410, -2.965255, 1.374239], [2.990410, 3.558665, -0.956013], [1.916435, 3.307648, 0.478939], [1.365233, 4.280040, -0.996034], [2.026399, 2.998007, -3.339219], [1.038676, 1.477480, -3.323992], [0.246910, 2.942792, -2.984444], [1.979388, 0.159941, -1.561191], [2.385338, 0.654213, 0.025191], [3.510509, 1.242824, -1.270134], [-2.327723, 0.607611, -3.746792], [-2.192431, 1.643579, -2.349614], [-3.674181, 0.882613, -2.564244], [-1.808383, -2.707710, -1.800035], [-3.218669, -2.140544, -2.834130], [-1.604879, -2.033198, -3.402278], [-2.801765, 0.327964, -0.065599], [-3.714751, -1.153784, -0.582970], [-1.947426, -1.196772, 0.183345], [0.330253, -1.051484, 3.357820], [-1.996154, -0.105513, 2.569880], [-1.247377, 0.951352, 3.788732], [-1.011179, 1.454400, 2.129593], [1.467144, 1.538494, 2.225251], [2.376854, 0.049129, 2.693805], [1.473602, 0.957177, 3.987644]],
  "forces_ev_per_angstrom": [[1.1, 0.4, 0.0], [-2.0, -1.6, -2.8], [2.1, -0.7, -1.2], [0.9, 0.0, 0.1], [0.9, -1.0, 1.6], [-1.9, 1.3, -0.8], [-0.5, -0.2, 0.4], [0.9, -0.9, 0.6], [1.3, -2.4, -1.2], [0.5, -0.7, 1.2], [0.4, 0.5, 0.2], [1.3, -1.7, 1.7], [0.1, -0.2, -1.6], [-0.5, 1.2, 0.1], [-0.5, -0.2, -2.1], [-0.5, 3.6, 0.9], [-0.6, -1.0, 2.3], [0.9, -0.3, -0.9], [0.0, 0.1, 0.5], [0.1, -0.9, 0.2], [-0.4, 0.0, -0.2], [0.8, -0.6, 0.5], [-0.4, 0.0, 0.1], [-0.6, 0.4, 2.1], [-0.8, -0.1, -0.5], [-0.1, 0.5, 0.3], [0.0, 0.5, -0.9], [-0.2, 0.6, 0.3], [-0.6, -0.1, 0.5], [0.5, 1.2, 0.5], [-0.5, 0.9, 0.3], [1.2, 0.1, -0.5], [0.3, 1.0, -1.2], [-0.5, -0.4, -0.3], [-0.5, 0.0, 0.9], [0.4, -0.1, 0.4], [-0.9, -0.3, -0.3], [-0.5, 0.4, -0.2], [-0.3, -0.5, 0.3], [0.5, 0.0, -0.6], [-0.4, 0.7, 0.7], [1.0, 0.3, 0.9], [-1.2, -0.1, -0.4], [-0.5, -0.2, -0.4], [1.1, 1.1, -0.3], [0.4, -0.4, -0.7], [-0.4, -0.3, -0.4], [-0.1, -0.7, 0.8], [-0.8, 0.8, 0.4], [-0.1, -0.1, -0.8]],
  "lowdin_charge": [-0.04, -0.44, -0.02, -0.05, -0.91, 0.98, -0.84, -0.12, -0.14, -0.15, 0.98, -0.76, -0.14, -0.13, -0.10, -0.41, -0.05, -0.05, 0.09, 0.07, 0.09, 0.12, 0.09, 0.04, 0.06, 0.08, 0.08, 0.07, 0.09, 0.06, 0.05, 0.00, 0.08, 0.09, 0.10, 0.02, 0.07, 0.08, 0.07, 0.04, 0.06, 0.11, 0.04, 0.13, 0.10, 0.09, 0.05, 0.07, 0.08, 0.09]
}